{"formula": "C34H43BN2O13", "method": "ωB97M-V/def2-TZVPD", "orbital_gap_ev": 7.00, "multiplicity": 1, "e_lumo_ev": -1.943, "charge": 0, "symbols": ["C", "C", "C", "C", "C", "O", "O", "C", "C", "O", "C", "C", "C", "C", "C", "C", "C", "C", "C", "C", "C", "N", "C", "N", "O", "C", "C", "C", "C", "C", "C", "C", "C", "O", "C", "C", "C", "H", "H", "H", "H", "H", "H", "H", "H", "H", "H", "H", "H", "H", "H", "H", "H", "H", "H", "H", "H", "H", "H", "H", "H", "H", "H", "H", "H", "H", "H", "H", "H", "H", "H", "H", "H", "H", "H", "H", "H", "H", "H", "H", "B", "O", "C", "O", "C", "O", "O", "O", "C", "O", "C", "O", "O"], "xyz": [[3.96, 2.75, 0.11], [3.07, 1.99, 0.30], [2.00, 1.08, 0.52], [2.28, -0.28, 0.45], [3.69, -0.70, 0.12], [4.38, -1.09, 1.01], [4.11, -0.54, -1.14], [3.43, -1.34, -2.15], [4.26, -1.28, -3.41], [3.92, -0.20, -4.26], [1.27, -1.20, 0.66], [1.59, -2.68, 0.64], [1.47, -3.27, 2.04], [2.03, -2.59, 3.10], [1.92, -3.07, 4.40], [1.25, -4.25, 4.63], [1.11, -4.75, 6.04], [0.71, -4.94, 3.57], [0.81, -4.46, 2.28], [-0.01, -0.74, 0.90], [-1.18, -1.66, 1.06], [-2.03, -1.48, -0.14], [-3.45, -1.80, 0.13], [-0.24, 0.58, 0.96], [-1.52, 0.98, 1.22], [-1.82, 1.02, 2.66], [-2.54, 2.29, 3.07], [-3.52, 2.77, 1.98], [-1.64, 3.44, 3.54], [-0.50, 3.01, 4.45], [-2.53, 4.41, 4.36], [0.71, 1.51, 0.77], [0.42, 3.00, 0.80], [-0.79, 3.27, 0.17], [-0.59, 3.07, -1.26], [-1.68, 2.15, -1.79], [-2.20, 2.60, -3.16], [4.78, 3.42, 0.23], [2.45, -0.89, -2.33], [3.28, -2.37, -1.84], [5.31, -1.20, -3.15], [4.14, -2.21, -3.98], [2.96, -0.15, -4.31], [0.89, -3.20, -0.02], [2.58, -2.85, 0.24], [2.54, -1.65, 2.97], [2.36, -2.48, 5.19], [0.35, -5.52, 6.12], [2.05, -5.11, 6.45], [0.77, -3.94, 6.67], [0.18, -5.85, 3.78], [0.37, -5.00, 1.45], [-0.86, -2.69, 1.11], [-1.74, -1.46, 1.97], [-1.71, -2.15, -0.81], [-3.99, -0.87, 0.27], [-3.87, -2.30, -0.73], [-3.58, -2.47, 0.99], [-0.91, 0.81, 3.21], [-2.49, 0.18, 2.85], [-3.16, 2.02, 3.93], [-3.32, 3.80, 1.70], [-3.54, 2.12, 1.11], [-4.53, 2.77, 2.39], [-1.32, 4.03, 2.68], [-0.89, 2.32, 5.20], [-0.03, 3.86, 4.92], [0.30, 2.48, 3.92], [-3.04, 3.82, 5.11], [-3.25, 4.94, 3.74], [-1.89, 5.09, 4.92], [1.22, 3.54, 0.32], [0.38, 3.34, 1.84], [0.38, 2.60, -1.38], [-0.62, 4.04, -1.75], [-1.30, 1.14, -1.84], [-2.49, 2.21, -1.07], [-1.41, 3.13, -3.67], [-3.06, 3.26, -3.11], [-2.45, 1.72, -3.74], [-0.30, -0.76, -6.94], [0.22, -0.45, -8.28], [-0.71, -0.74, -9.19], [-0.60, -0.61, -10.37], [-1.94, -1.28, -8.45], [-2.96, -1.64, -8.95], [-1.67, -1.27, -7.14], [0.55, -1.75, -6.24], [0.99, -1.22, -5.12], [1.70, -1.75, -4.31], [0.43, 0.21, -5.01], [0.64, 0.96, -4.10], [-0.31, 0.45, -6.08]]}


{"formula": "C34H43BrFeNO4Se", "method": "ωB97M-V/def2-TZVPD", "orbital_gap_ev": [5.93, 5.57], "multiplicity": 6, "e_lumo_ev": [-2.011, -2.208], "charge": 0, "symbols": ["Fe", "C", "C", "C", "C", "C", "C", "C", "Se", "C", "C", "C", "C", "C", "C", "O", "C", "C", "C", "C", "C", "C", "C", "C", "C", "O", "C", "C", "C", "C", "C", "C", "H", "H", "H", "H", "H", "H", "H", "H", "H", "H", "H", "H", "H", "H", "H", "H", "H", "H", "H", "H", "H", "H", "H", "H", "H", "H", "H", "H", "H", "H", "H", "H", "H", "H", "H", "H", "H", "H", "H", "H", "Br", "C", "C", "N", "C", "C", "C", "C", "O", "O", "H", "H", "H"], "xyz": [[0.01, 0.04, 0.05], [7.07, -1.03, 1.96], [6.49, -1.95, 0.88], [7.01, -3.36, 1.13], [6.94, -1.51, -0.52], [4.97, -1.85, 0.90], [4.36, -0.61, 0.83], [2.99, -0.51, 0.73], [2.04, 1.14, 0.68], [2.13, 0.60, -1.97], [3.22, 1.09, -2.58], [3.29, 1.06, -3.99], [2.21, 0.52, -4.68], [1.07, 0.02, -4.07], [1.00, 0.05, -2.63], [0.01, -0.34, -1.93], [-0.03, -0.57, -4.94], [0.53, -1.79, -5.69], [-1.26, -1.00, -4.15], [-0.47, 0.49, -5.97], [4.54, 1.60, -4.66], [5.73, 0.84, -4.06], [4.66, 3.10, -4.36], [4.56, 1.40, -6.18], [2.16, -1.67, 0.71], [0.89, -1.46, 0.49], [2.76, -2.93, 0.93], [4.15, -2.97, 0.96], [1.98, -4.21, 1.17], [2.38, -5.27, 0.14], [2.33, -4.71, 2.58], [0.46, -4.02, 1.10], [8.15, -1.13, 2.01], [6.66, -1.30, 2.93], [6.85, 0.02, 1.77], [8.10, -3.35, 1.12], [6.69, -4.04, 0.34], [6.68, -3.74, 2.09], [8.02, -1.51, -0.59], [6.58, -0.51, -0.76], [6.54, -2.20, -1.26], [4.93, 0.31, 0.84], [4.01, 1.53, -1.99], [2.27, 0.49, -5.76], [0.88, -2.53, -4.98], [1.36, -1.52, -6.34], [-0.24, -2.25, -6.30], [-1.02, -1.80, -3.46], [-2.02, -1.36, -4.85], [-1.67, -0.17, -3.59], [0.34, 0.79, -6.63], [-0.83, 1.38, -5.46], [-1.27, 0.10, -6.59], [5.82, 1.02, -3.00], [6.66, 1.14, -4.54], [5.60, -0.23, -4.21], [4.71, 3.28, -3.30], [3.80, 3.63, -4.76], [5.56, 3.50, -4.83], [4.47, 0.35, -6.43], [5.50, 1.76, -6.58], [3.76, 1.96, -6.65], [4.62, -3.94, 1.05], [3.44, -5.49, 0.19], [2.15, -4.92, -0.87], [1.82, -6.19, 0.32], [3.40, -4.91, 2.66], [1.79, -5.63, 2.79], [2.07, -3.97, 3.33], [0.15, -3.68, 0.12], [0.12, -3.29, 1.84], [-0.03, -4.96, 1.32], [-4.29, 3.66, 4.97], [-3.24, 2.51, 3.89], [-2.83, 1.28, 4.37], [-2.16, 0.41, 3.62], [-1.86, 0.75, 2.39], [-2.15, 1.99, 1.83], [-2.88, 2.89, 2.60], [-1.71, 2.41, 0.44], [-2.04, 3.50, 0.00], [-0.99, 1.54, -0.19], [-3.04, 0.96, 5.38], [-1.36, -0.04, 1.81], [-3.14, 3.86, 2.19]]}


{"formula": "C34H43Cl2N2OP3V", "method": "ωB97M-V/def2-TZVPD", "orbital_gap_ev": [7.11, 7.49], "multiplicity": 2, "e_lumo_ev": [-6.063, -5.748], "charge": 2, "e_above_lowest_ev": 0.109, "symbols": ["P", "C", "C", "H", "C", "H", "C", "H", "C", "H", "C", "H", "C", "C", "H", "C", "H", "C", "H", "C", "H", "C", "H", "C", "C", "H", "C", "H", "C", "H", "C", "H", "C", "H", "V", "C", "C", "H", "C", "O", "H", "C", "H", "C", "Cl", "Cl", "P", "C", "H", "H", "H", "C", "H", "H", "H", "C", "H", "H", "H", "P", "C", "C", "H", "H", "H", "H", "H", "H", "C", "H", "H", "H", "H", "N", "C", "C", "C", "N", "C", "C", "H", "H", "H", "H", "H", "H"], "xyz": [[1.11, 1.51, -4.39], [2.86, 1.72, -4.75], [3.42, 1.16, -5.91], [2.83, 0.50, -6.55], [4.74, 1.46, -6.26], [5.17, 1.04, -7.17], [5.50, 2.31, -5.45], [6.53, 2.56, -5.73], [4.94, 2.85, -4.29], [5.53, 3.52, -3.66], [3.63, 2.56, -3.93], [3.19, 2.97, -3.02], [0.52, 0.13, -5.39], [1.13, -1.12, -5.21], [2.00, -1.22, -4.57], [0.59, -2.24, -5.86], [1.03, -3.22, -5.68], [-0.48, -2.09, -6.75], [-0.86, -2.95, -7.29], [-1.03, -0.82, -6.97], [-1.84, -0.69, -7.70], [-0.54, 0.29, -6.29], [-0.97, 1.28, -6.46], [0.22, 3.00, -4.83], [0.53, 3.63, -6.05], [1.32, 3.21, -6.68], [-0.15, 4.78, -6.44], [0.10, 5.25, -7.39], [-1.14, 5.32, -5.62], [-1.68, 6.21, -5.93], [-1.44, 4.72, -4.39], [-2.22, 5.13, -3.75], [-0.74, 3.57, -3.98], [-0.92, 3.15, -2.99], [0.04, 0.12, -0.39], [-1.76, -0.95, -0.66], [-2.29, -1.00, -1.89], [-2.25, -1.37, 0.23], [-1.51, -0.26, -2.95], [-2.37, 0.80, -3.43], [-1.89, 1.41, -4.02], [-0.28, 0.26, -2.30], [-1.25, -0.91, -3.81], [0.77, 1.02, -2.59], [-0.36, -0.63, 1.82], [2.16, 0.90, 0.30], [1.28, -1.99, -0.40], [2.18, -2.48, 1.11], [1.45, -2.82, 1.86], [2.71, -1.61, 1.51], [2.89, -3.28, 0.86], [0.29, -3.47, -0.76], [-0.21, -3.35, -1.73], [-0.47, -3.58, 0.02], [0.94, -4.35, -0.78], [2.58, -2.02, -1.67], [3.14, -1.08, -1.64], [2.13, -2.14, -2.66], [3.26, -2.86, -1.46], [-3.85, -1.79, -2.37], [-4.41, -2.83, -1.04], [-3.46, -2.73, -3.84], [-4.55, -2.23, -0.12], [-3.69, -3.63, -0.84], [-5.37, -3.26, -1.34], [-3.09, -2.08, -4.64], [-4.37, -3.24, -4.19], [-2.69, -3.48, -3.61], [-5.00, -0.48, -2.75], [-5.14, 0.15, -1.86], [-5.97, -0.92, -3.04], [-4.59, 0.14, -3.55], [1.48, 1.42, -1.86], [-3.23, 4.91, 2.07], [-2.46, 3.96, 1.48], [-1.22, 3.58, 2.03], [-0.49, 2.57, 1.42], [-0.92, 1.91, 0.31], [-2.09, 2.30, -0.25], [-2.89, 3.29, 0.31], [-2.91, 5.40, 2.90], [-4.11, 5.20, 1.68], [-0.85, 4.04, 2.95], [0.47, 2.25, 1.81], [-2.39, 1.78, -1.17], [-3.85, 3.53, -0.15]]}


{"formula": "C34H43Cl2N2OP3W", "method": "ωB97M-V/def2-TZVPD", "orbital_gap_ev": [6.85, 7.30], "multiplicity": 3, "e_lumo_ev": [-5.924, -6.359], "charge": 2, "e_above_lowest_ev": 0.000, "symbols": ["P", "C", "C", "H", "C", "H", "C", "H", "C", "H", "C", "H", "C", "C", "H", "C", "H", "C", "H", "C", "H", "C", "H", "C", "C", "H", "C", "H", "C", "H", "C", "H", "C", "H", "W", "C", "C", "H", "C", "O", "H", "C", "H", "C", "Cl", "Cl", "P", "C", "H", "H", "H", "C", "H", "H", "H", "C", "H", "H", "H", "P", "C", "C", "H", "H", "H", "H", "H", "H", "C", "H", "H", "H", "H", "N", "C", "C", "C", "N", "C", "C", "H", "H", "H", "H", "H", "H"], "xyz": [[0.25, -1.81, -1.37], [-0.79, -3.11, -2.10], [-0.85, -3.28, -3.48], [-0.34, -2.58, -4.14], [-1.57, -4.32, -4.03], [-1.62, -4.44, -5.10], [-2.24, -5.22, -3.20], [-2.80, -6.03, -3.63], [-2.17, -5.07, -1.82], [-2.68, -5.76, -1.17], [-1.44, -4.02, -1.27], [-1.40, -3.93, -0.19], [0.65, -0.67, -2.72], [-0.39, 0.09, -3.26], [-1.40, -0.06, -2.91], [-0.12, 1.02, -4.25], [-0.93, 1.60, -4.67], [1.17, 1.20, -4.71], [1.38, 1.92, -5.49], [2.21, 0.44, -4.18], [3.22, 0.56, -4.55], [1.95, -0.49, -3.18], [2.76, -1.06, -2.76], [1.77, -2.67, -0.86], [2.27, -3.73, -1.62], [1.80, -4.01, -2.55], [3.39, -4.42, -1.17], [3.78, -5.24, -1.76], [3.99, -4.08, 0.03], [4.85, -4.63, 0.38], [3.47, -3.05, 0.80], [3.92, -2.79, 1.75], [2.36, -2.34, 0.35], [1.93, -1.55, 0.95], [-1.79, 0.93, 1.93], [-0.53, 2.45, 1.66], [0.45, 2.37, 0.71], [-0.64, 3.35, 2.26], [0.45, 1.11, -0.10], [1.76, 0.51, -0.22], [1.64, -0.31, -0.71], [-0.59, 0.16, 0.47], [0.19, 1.32, -1.14], [-0.68, -1.09, -0.06], [-2.96, 2.31, 3.59], [-3.15, -1.13, 1.99], [-3.38, 1.77, 0.37], [-5.02, 2.08, 1.10], [-4.96, 2.98, 1.71], [-5.28, 1.25, 1.74], [-5.77, 2.21, 0.33], [-2.92, 3.37, -0.39], [-2.00, 3.25, -0.96], [-2.75, 4.08, 0.41], [-3.71, 3.74, -1.05], [-3.75, 0.69, -1.06], [-3.77, -0.34, -0.72], [-2.96, 0.79, -1.80], [-4.70, 0.95, -1.51], [1.58, 3.64, 0.33], [1.08, 5.20, 1.09], [1.70, 3.88, -1.46], [1.06, 5.10, 2.17], [0.08, 5.47, 0.75], [1.78, 5.98, 0.82], [2.09, 2.98, -1.92], [2.35, 4.72, -1.69], [0.71, 4.08, -1.87], [3.28, 3.32, 0.89], [3.27, 3.07, 1.95], [3.91, 4.19, 0.73], [3.68, 2.47, 0.33], [-1.49, -1.72, 0.27], [1.42, -1.30, 6.84], [0.74, -0.83, 5.69], [-0.65, -0.79, 5.67], [-1.31, -0.30, 4.55], [-0.61, 0.14, 3.46], [0.75, 0.10, 3.44], [1.45, -0.39, 4.56], [0.89, -1.60, 7.67], [2.45, -1.32, 6.88], [-1.23, -1.12, 6.53], [-2.39, -0.26, 4.56], [1.30, 0.45, 2.59], [2.53, -0.41, 4.55]]}


Across the entries above, largest force on an atom takes the values 1.22 2.85 3.18 4.91 eV Å⁻¹, respectively.
Across the entries above, calculated total energy takes the values -2433.88778 -7916.19693 -4394.15579 -3517.25254 Eh, respectively.